C54H41AsN3O4PSTi | ωB97M-V with the def2-TZVPD basis set

The geometry in XYZ format:
```
106
Properties=species:S:1:pos:R:3:forces:R:3:lowdin_spin:R:1
Ti -0.18407 -0.06077 -0.39498 0.633 -0.044 0.996 0.939
C -1.88903 4.13806 -1.32486 -0.675 -0.024 0.020 0.000
C -1.83434 2.77040 -1.02906 0.632 -0.763 -0.010 0.004
N -0.66883 2.15258 -0.83199 0.878 0.833 -0.261 0.004
C 0.48091 2.90155 -0.93215 0.780 -0.529 1.766 0.007
C 0.50258 4.29300 -1.19689 0.938 -2.238 0.039 0.000
C -0.72754 4.83986 -1.46189 -0.154 1.047 -0.022 0.005
C 1.76005 4.97453 -1.25045 -1.191 -0.872 -0.865 -0.001
C 2.91236 4.33157 -1.09930 1.729 -2.800 1.973 -0.001
C 2.92056 2.93624 -0.53232 -2.148 1.784 -1.333 -0.001
C 1.70882 2.23941 -0.43147 0.799 1.700 -0.362 0.001
N 1.53906 0.99207 0.11853 -1.132 -0.761 0.566 -0.008
C 2.19242 0.54022 1.26525 -0.971 -2.402 -1.406 0.000
C 2.94103 1.17308 2.15327 3.437 1.010 2.172 -0.001
C 3.85745 0.48276 3.08758 -1.138 -0.433 -1.365 -0.001
C 3.79202 -0.86555 3.26262 0.241 0.855 -0.056 0.000
C 2.79767 -1.56555 2.53206 -1.120 0.503 -1.070 0.000
C 2.44949 -2.89009 2.75255 0.505 -1.473 1.198 0.005
C 1.50089 -3.54899 2.01121 -0.039 2.672 -0.438 -0.001
C 0.82714 -2.78371 1.04378 0.589 -0.378 1.026 0.004
N 1.07439 -1.51963 0.79391 0.091 0.474 0.292 -0.003
C 2.01920 -0.89911 1.53129 0.840 0.832 0.079 0.003
H -2.82882 4.67626 -1.41539 0.024 -0.400 -0.173 0.000
H -2.67917 2.08214 -0.98921 -0.137 0.562 0.059 0.000
H -0.68737 5.87291 -1.74522 -0.569 0.540 -0.044 0.000
H 1.76779 5.91166 -1.69134 -0.087 1.992 -0.432 0.000
H 3.88590 4.83699 -1.23763 -0.722 -0.355 0.032 0.000
H 3.83606 2.48829 -0.23879 0.628 -0.317 0.217 0.000
H 3.19567 2.21520 2.08494 -0.379 0.422 -0.304 0.000
H 4.71529 1.01501 3.45852 -0.179 0.424 0.447 0.000
H 4.53024 -1.37547 3.87695 -0.307 -0.091 -0.066 0.000
H 2.91149 -3.38632 3.62324 -0.127 0.112 -0.586 0.000
H 1.07109 -4.46328 2.25975 -0.117 -1.654 0.340 0.000
H -0.01352 -3.20875 0.59204 -0.954 -0.539 -1.058 0.000
O -3.38959 -1.96701 -1.74185 1.494 0.528 0.516 -0.001
S -2.02662 -1.48198 -1.82406 -1.252 -3.231 -1.747 0.002
O -0.95149 -2.05408 -0.96740 -0.788 -0.160 0.320 0.004
O -1.82461 -0.05933 -1.65272 -0.475 2.565 0.195 0.006
C -1.44461 -1.80937 -3.47031 0.555 0.660 0.008 0.000
C -2.28299 -2.02816 -4.55839 -1.360 -0.257 0.314 0.000
C -1.81591 -2.10098 -5.84989 1.131 0.202 -1.226 0.000
C -0.43334 -2.01305 -6.11699 -1.227 0.204 0.330 0.000
C 0.36166 -1.76742 -5.02728 0.372 0.315 0.712 0.000
C -0.08701 -1.59370 -3.70162 0.462 -0.241 -1.461 0.001
P 1.23303 -1.09547 -2.51318 -0.642 -0.515 0.387 0.005
C 2.63782 -0.36390 -3.46462 -0.874 -3.323 0.777 0.001
C 2.59907 0.97445 -3.61515 1.086 1.609 -0.698 0.001
C 3.68930 1.56001 -4.28234 -0.236 -0.602 -0.786 0.000
C 4.69549 0.71440 -4.76425 -0.333 1.152 1.143 0.000
C 4.76634 -0.63142 -4.48105 -0.583 -0.470 -0.460 0.000
C 3.67709 -1.23227 -3.89791 -0.615 0.411 0.591 0.000
C 1.85836 -2.76643 -2.09131 1.345 0.347 0.560 0.000
C 1.37413 -3.95162 -2.54919 -1.387 0.125 -1.731 0.000
C 2.02101 -5.13139 -2.21908 -1.134 -1.131 -0.209 0.000
C 3.11045 -5.23053 -1.38693 0.086 0.893 -0.124 -0.001
C 3.65606 -4.01437 -0.94295 -0.945 -0.892 -1.079 0.000
C 3.04936 -2.86607 -1.33360 -1.081 2.502 0.496 0.000
H -3.36563 -2.13259 -4.41809 0.481 0.105 0.249 0.000
H -2.47029 -2.13075 -6.71981 -0.218 -0.302 0.474 0.000
H -0.03043 -2.03244 -7.13703 -0.207 -0.127 0.545 0.000
H 1.40550 -1.62123 -5.15239 0.781 0.006 -0.451 0.000
H 1.74929 1.52751 -3.23762 0.113 0.254 -0.003 0.001
H 3.72844 2.61055 -4.55988 -0.097 -0.122 0.317 0.000
H 5.51987 1.14829 -5.25622 0.798 0.566 -0.640 0.000
H 5.61744 -1.18800 -4.81864 0.251 -0.314 -0.086 0.000
H 3.59520 -2.32003 -3.72514 0.216 0.860 -0.172 0.000
H 0.51987 -3.96290 -3.29893 1.057 -0.201 1.265 0.000
H 1.51589 -5.99171 -2.63608 0.412 -0.471 0.130 0.000
H 3.53151 -6.18496 -1.13400 0.153 -0.211 0.052 0.000
H 4.54823 -3.91818 -0.41245 1.244 -0.248 1.024 0.000
H 3.40763 -1.89886 -0.95917 0.357 -0.398 -0.091 0.000
O -1.29483 -0.12097 1.35951 -0.239 0.251 -0.374 0.019
As -2.40557 0.42094 2.51110 1.352 0.041 -0.546 0.004
C -1.44759 1.76028 3.51396 -0.486 -0.149 0.648 0.001
C -1.95591 2.10624 4.80518 0.611 -1.143 -1.799 0.000
C -1.44420 3.21623 5.40947 -1.026 1.767 0.571 0.000
C -0.49364 4.00280 4.75261 0.415 -0.452 0.208 0.000
C 0.11391 3.57450 3.58299 0.154 0.516 -1.230 0.000
C -0.39291 2.45059 2.90041 0.686 -0.242 0.833 0.000
C -3.92381 1.18200 1.71212 -0.985 1.330 -0.452 0.001
C -4.67779 0.40509 0.80953 2.324 -0.599 1.687 0.000
C -5.64796 1.00658 0.10797 -1.715 0.439 -1.551 0.000
C -5.91749 2.37823 0.20651 -0.863 -0.003 -1.076 0.000
C -5.17965 3.16634 1.05641 -0.201 -0.527 -0.184 0.000
C -4.22592 2.55105 1.84243 0.715 -0.622 0.035 0.001
C -2.95582 -1.12234 3.45285 0.760 -0.630 0.456 0.000
C -2.23437 -2.29151 3.13607 -0.459 1.247 -0.137 0.000
C -2.37583 -3.42802 3.88783 -1.068 0.545 0.453 0.000
C -3.27344 -3.35968 4.95900 1.130 -0.670 -0.836 0.000
C -3.95619 -2.22932 5.26074 -1.381 0.313 1.963 0.000
C -3.81785 -1.08642 4.54082 0.237 0.969 -1.406 0.000
H -2.66926 1.42528 5.26887 -0.078 0.483 -0.007 0.000
H -1.97917 3.66997 6.27494 0.828 -0.740 -0.354 0.000
H -0.17801 4.90939 5.23423 0.137 0.299 0.013 0.000
H 0.90779 4.18506 3.06033 -0.856 -0.780 0.914 0.000
H 0.20472 2.06342 2.04769 -1.135 0.309 0.307 0.000
H -4.38395 -0.64243 0.68647 -0.435 0.267 -0.192 0.000
H -6.18695 0.39293 -0.60573 -0.185 0.198 0.017 0.000
H -6.70421 2.83021 -0.44541 0.775 -0.486 0.647 0.000
H -5.30434 4.23044 1.07214 -0.173 0.334 0.230 0.000
H -3.68904 3.18945 2.51171 0.549 0.061 0.415 0.000
H -1.62290 -2.18703 2.26706 0.610 -0.423 -0.344 0.000
H -1.87211 -4.32888 3.63394 0.356 -0.569 -0.070 0.000
H -3.43427 -4.19510 5.57514 -0.059 -1.104 0.626 0.000
H -4.60211 -2.21836 6.15225 0.208 -0.101 -0.559 0.000
H -4.40172 -0.19855 4.73180 -0.046 0.093 0.284 0.000
```
Forces are in eV/Å.

Its spin multiplicity is 2. Its net charge is +1. Its frontier orbital gap (alpha / beta) is 7.327 / 7.335 eV. As for the expectation value of S²: 0.753. The value obtained for the LUMO energy (alpha / beta) is -2.2 / -2.2 eV.



C14H12Br2N3O4Ti | ωB97M-V with the def2-TZVPD basis set

The geometry in XYZ format:
```
36
Properties=species:S:1:pos:R:3:forces:R:3:mulliken_charge:R:1
Ti -0.09924 0.01166 0.15213 0.095 0.049 0.009 0.666
N 0.44055 -1.96707 -0.44242 0.263 -0.401 0.180 -0.442
C 0.88212 -2.47405 0.89727 -0.039 -0.272 0.394 -0.390
C -0.15454 -2.02977 1.93418 0.369 -0.480 0.028 0.533
O -0.71642 -2.81290 2.65117 0.019 0.124 0.003 -0.554
N -0.43596 -0.66492 1.86759 -0.527 -0.137 0.245 0.028
C -1.82165 -0.32938 2.22852 -0.034 -0.192 -0.361 -0.530
C -2.63539 -0.37022 0.90986 -0.956 -0.096 1.091 0.622
O -3.82007 -0.42948 0.84877 0.261 0.047 -0.178 -0.519
O -1.80209 -0.27702 -0.15299 -2.761 -0.091 -1.133 -0.640
H -0.33796 -2.53073 -0.76902 -0.107 -0.007 -0.065 0.326
H 1.19859 -2.09301 -1.10574 0.065 0.097 -0.072 0.305
H 1.85378 -2.04296 1.13253 0.023 0.022 -0.051 0.274
H 0.94424 -3.55933 0.92650 0.034 0.002 -0.075 0.431
H -1.89485 0.67348 2.64982 0.026 0.006 0.020 0.248
H -2.22368 -1.04785 2.93895 -0.012 0.017 0.059 0.441
C -2.49353 2.71024 0.06621 -0.008 -0.031 -0.014 -1.439
C -1.11481 3.02556 0.55239 -0.011 -0.050 -0.079 0.918
C -0.84245 4.30580 1.06577 0.073 0.075 0.064 -0.941
C 0.41300 4.65294 1.48565 -0.121 -0.051 -0.057 -0.697
C 1.46384 3.72071 1.38374 -0.082 -0.178 -0.049 0.772
C 2.81517 3.94702 1.74648 0.156 0.005 0.043 -0.095
Br 3.34063 5.63070 2.41168 -0.023 -0.080 -0.016 -0.155
C 3.75152 2.95690 1.61958 -0.017 0.259 0.098 -0.398
C 3.39335 1.69900 1.11094 -0.249 -0.483 -0.200 -0.073
Br 4.66840 0.32706 0.95203 -0.016 0.136 0.021 -0.125
C 2.09877 1.43893 0.72855 0.438 0.732 0.259 0.126
O 1.65089 0.28433 0.22156 2.746 0.402 -0.217 -0.560
C 1.12649 2.45298 0.87862 0.217 0.091 0.062 0.328
N -0.15007 2.10225 0.48626 0.147 0.512 0.024 0.234
H -3.03582 3.62938 -0.14014 0.024 0.018 -0.008 0.492
H -3.06741 2.16679 0.81957 0.009 0.006 0.011 0.212
H -2.47014 2.10564 -0.83746 -0.028 -0.019 0.012 0.340
H -1.65131 5.02021 1.11980 -0.008 -0.013 -0.016 0.418
H 0.60380 5.64014 1.88446 0.026 0.002 -0.013 0.393
H 4.77565 3.13964 1.91213 0.007 -0.020 -0.019 0.450
```
Forces are in eV/Å.

Its net charge is +1. Its frontier orbital gap is 7.092 eV. The value obtained for the LUMO energy is -4.8 eV.



C5H7NO | ωB97M-V with the def2-TZVPD basis set

The geometry in XYZ format:
```
14
Properties=species:S:1:pos:R:3:forces:R:3:mulliken_charge:R:1
C -0.76194 0.80214 -0.76417 0.851 -0.295 0.786 -0.422
C 0.74952 0.48053 -0.57267 0.395 0.500 -0.420 -0.008
O 1.26028 0.83946 0.71217 0.894 0.418 -0.343 -0.422
C 0.77561 -0.38216 1.38844 -0.118 0.298 0.001 -0.015
C -0.65496 -0.06450 1.57769 0.514 -0.294 2.511 -0.518
N -0.95409 -0.25597 0.29314 -2.901 -1.226 -3.047 -0.212
C 0.33051 -0.88903 -0.07600 -0.263 0.050 -0.876 -0.310
H -1.19130 1.76789 -0.50355 0.080 -0.009 -0.315 0.322
H -1.05440 0.36336 -1.73117 -0.290 0.539 0.258 0.193
H 1.44635 0.64853 -1.39765 0.085 0.145 0.154 0.377
H 1.46804 -0.69892 2.16601 0.011 -0.252 -0.294 0.411
H -0.41425 -1.42002 -2.48197 -0.021 -0.141 -0.252 0.040
H -1.24124 0.49222 2.30100 0.310 0.019 -0.152 0.335
H 0.24188 -1.68354 -0.91126 0.453 0.248 1.988 0.231
```
Forces are in eV/Å.

Its net charge is 0. Its frontier orbital gap (alpha / beta) is 5.209 / 10.181 eV. The value obtained for the LUMO energy (alpha / beta) is -1.4 / 0.7 eV.



C5H7NO3 | ωB97M-V with the def2-TZVPD basis set

The geometry in XYZ format:
```
16
Properties=species:S:1:pos:R:3:forces:R:3:mulliken_charge:R:1
C -1.31996 1.63312 0.16223 -4.111 -3.206 -0.029 0.436
C -1.72856 -1.22317 0.01058 -0.360 0.601 3.458 -0.438
C -0.36495 -0.54377 -0.16844 1.920 0.012 0.150 -0.592
C -2.81517 -0.19873 0.13188 3.556 3.647 0.356 0.441
C 0.96752 1.65797 -0.15700 -0.964 -0.700 6.276 -1.166
N -0.25071 0.90150 0.12357 -0.139 -1.078 -0.753 0.090
O -1.60746 2.76359 0.02017 0.076 1.096 0.285 -0.484
O -3.78895 0.08779 -0.74598 -0.563 -0.096 -2.035 -0.288
O -4.06444 -0.21693 0.64132 -0.317 -0.686 1.584 -0.308
H -1.97468 -1.84245 -0.78067 -0.143 -1.424 -1.756 0.351
H -1.70317 -1.86254 0.96422 -0.189 0.956 -1.305 0.240
H 0.43319 -1.02858 0.46013 -0.844 0.160 -0.646 0.318
H -0.04640 -0.62208 -1.21055 0.010 -0.320 -0.025 0.280
H 1.38344 1.74717 0.93149 0.373 -0.065 -2.161 0.299
H 1.61345 1.26978 -0.82221 2.057 -1.474 -2.284 0.414
H 0.61014 2.59568 -0.34834 -0.362 2.578 -1.114 0.406
```
Forces are in eV/Å.

Its net charge is 0. Its frontier orbital gap is 8.384 eV. The value obtained for the LUMO energy is 0.6 eV.